{
  "formula": "C54H83KN10O5P2S",
  "method": "ωB97M-V/def2-TZVPD",
  "fmax_ev_per_a": 1.005,
  "lumo_ev": 3.3,
  "relative_energy_ev": 0.478,
  "total_charge": -2,
  "total_energy_ha": -4712.2645,
  "homo_ev": -0.59,
  "elements": ["K", "C", "C", "O", "C", "C", "C", "N", "N", "C", "O", "C", "C", "C", "C", "C", "C", "H", "H", "H", "H", "H", "H", "H", "H", "H", "H", "H", "H", "C", "N", "C", "P", "O", "O", "P", "O", "N", "C", "C", "N", "C", "C", "N", "C", "C", "H", "H", "H", "H", "H", "H", "H", "H", "H", "H", "H", "H", "H", "H", "H", "H", "H", "H", "H", "H", "H", "H", "H", "H", "C", "C", "C", "C", "N", "N", "H", "H", "H", "H", "H", "H", "H", "H", "H", "H", "H", "H", "C", "C", "C", "C", "C", "C", "C", "C", "N", "C", "C", "C", "C", "C", "C", "C", "C", "C", "C", "H", "H", "H", "H", "H", "H", "H", "H", "H", "H", "H", "H", "H", "H", "H", "H", "H", "H", "H", "H", "H", "H", "H", "H", "N", "S", "C", "C", "C", "C", "C", "C", "C", "C", "C", "C", "C", "C", "H", "H", "H", "H", "H", "H", "H", "H", "H", "H", "H"],
  "positions_angstrom": [[0.314829, 0.561508, 0.391621], [2.808680, 4.674799, 0.718056], [2.193726, 3.524013, -0.090661], [1.713392, 2.571933, 0.587860], [2.237193, 3.633380, -1.468376], [1.733223, 2.726428, -2.479566], [2.266868, 3.009075, -3.873510], [0.886045, 1.766868, -2.261623], [0.544013, 1.033008, -3.431482], [1.459034, 0.165625, -3.816695], [2.598822, -0.081306, -3.354357], [0.998963, -0.705735, -4.969835], [0.620096, -0.147775, -6.185601], [0.268066, -0.956487, -7.260033], [0.275161, -2.336956, -7.121706], [0.644599, -2.901755, -5.904682], [1.015182, -2.092994, -4.841640], [2.354194, 4.674495, 1.709929], [2.662225, 5.652877, 0.252857], [3.885700, 4.522338, 0.837824], [2.770724, 4.497176, -1.854110], [2.834529, 3.939503, -3.880457], [1.447460, 3.066102, -4.593554], [2.921938, 2.192883, -4.186268], [0.597604, 0.932499, -6.266828], [-0.021815, -0.506588, -8.203979], [-0.006912, -2.973015, -7.953845], [0.643415, -3.979735, -5.785252], [1.314627, -2.520158, -3.892424], [0.951556, -3.032016, 4.336533], [1.113342, -1.669210, 4.838806], [1.320192, -1.548299, 6.263039], [0.642958, -0.396177, 3.919254], [0.474684, -0.803283, 2.522917], [-0.773823, 0.159933, 4.524760], [-1.825747, 0.810494, 3.458313], [-1.179639, 1.646103, 2.441004], [-2.805004, 1.725632, 4.434576], [-2.517606, 3.135050, 4.617809], [-3.525607, 1.095468, 5.517144], [-2.663831, -0.507975, 2.951760], [-3.049349, -0.553844, 1.541471], [-2.471708, -1.837427, 3.523006], [1.651702, 0.864522, 4.252253], [1.191244, 2.227197, 4.491692], [2.909950, 0.841416, 3.492344], [1.843539, -3.611131, 4.588345], [0.843913, -3.024732, 3.252303], [0.079533, -3.517377, 4.790751], [2.195473, -2.130953, 6.565955], [0.456029, -1.915335, 6.832546], [1.498133, -0.506282, 6.528019], [-1.946082, 3.496955, 3.766281], [-1.946140, 3.319496, 5.537810], [-3.455518, 3.694723, 4.684582], [-3.755236, 0.061753, 5.260893], [-4.473371, 1.613895, 5.691897], [-2.951910, 1.101493, 6.453753], [-2.939103, 0.424709, 1.079484], [-4.085742, -0.890921, 1.441845], [-2.399020, -1.251550, 1.006883], [-2.230980, -1.778878, 4.582463], [-1.667565, -2.369046, 3.001103], [-3.398758, -2.405883, 3.409132], [0.315519, 2.230661, 5.137063], [0.957194, 2.737719, 3.552127], [1.993783, 2.770694, 4.997840], [3.219510, -0.185466, 3.309050], [3.686718, 1.337349, 4.080707], [2.794868, 1.356046, 2.531988], [-3.910083, -1.890147, -3.689773], [-2.995776, -0.668347, -3.759185], [-3.767360, 0.578931, -3.309667], [-2.524147, -0.452454, -5.195972], [-1.783106, -0.935024, -2.983913], [-1.904371, -1.121722, -1.592334], [-4.805354, -1.735404, -4.298419], [-4.230910, -2.080770, -2.662759], [-3.379742, -2.771669, -4.054969], [-4.656787, 0.736365, -3.928837], [-3.123836, 1.455820, -3.395497], [-4.099854, 0.510833, -2.271131], [-3.378032, -0.293410, -5.861489], [-1.954312, -1.316457, -5.543385], [-1.865605, 0.416380, -5.248281], [-1.050426, -0.244188, -3.162115], [-2.135217, -2.082341, -1.384175], [-2.507731, -0.456732, -1.119238], [-2.459715, -4.541427, 0.827203], [-0.952450, -4.593325, 0.926887], [-0.324309, -5.807673, 1.268732], [1.067270, -5.861580, 1.218885], [1.773425, -7.158463, 1.544121], [1.829030, -4.758065, 0.873645], [1.244957, -3.469706, 0.581972], [-0.203094, -3.486371, 0.623151], [1.809021, -2.309845, 0.317867], [3.236546, -2.144579, 0.149157], [3.816738, -2.922560, -1.050122], [5.302591, -2.590787, -1.242393], [5.465412, -1.096322, -1.532310], [4.919050, -0.292835, -0.347701], [5.702662, -0.645144, 0.917171], [5.540926, -2.137215, 1.214951], [6.078172, -2.950349, 0.030552], [4.059181, -2.467373, 1.416689], [3.445789, -0.650274, -0.169788], [-2.919246, -5.392236, 1.337039], [-2.787246, -4.568236, -0.216743], [-2.868325, -3.627918, 1.264275], [-0.910818, -6.688986, 1.509437], [1.058077, -7.952729, 1.768877], [2.434040, -7.047409, 2.409110], [2.395586, -7.491859, 0.708983], [2.901906, -4.894210, 0.837341], [-0.683954, -2.556274, 0.336151], [3.246808, -2.628076, -1.936513], [3.690830, -4.001073, -0.919558], [5.699181, -3.172354, -2.083775], [4.908394, -0.827005, -2.433754], [6.526221, -0.860367, -1.698095], [5.007081, 0.777113, -0.560968], [5.331817, -0.053823, 1.763448], [6.765339, -0.396897, 0.791060], [6.105338, -2.395914, 2.121125], [5.976572, -4.022101, 0.241032], [7.147811, -2.744412, -0.108926], [3.639250, -1.888015, 2.246665], [3.952549, -3.517585, 1.694831], [2.895014, -0.416360, -1.085496], [2.999346, -0.059446, 0.637608], [-2.028378, 1.948022, -0.693594], [-2.832148, 3.039791, 0.052440], [-4.470771, 3.336302, -0.673504], [-4.633924, 3.789750, -1.977861], [-5.904900, 3.891363, -2.514919], [-7.013575, 3.542307, -1.749102], [-6.848507, 3.089293, -0.449986], [-5.571201, 2.980430, 0.088480], [-2.131654, 4.662230, -0.292001], [-0.861540, 4.704727, -0.837670], [-0.278671, 5.945020, -1.084737], [-0.954525, 7.112897, -0.772738], [-2.224374, 7.054448, -0.204386], [-2.816492, 5.827537, 0.038056], [-1.693904, 2.207121, -1.622597], [-3.762414, 4.048831, -2.568000], [-6.033761, 4.229961, -3.535327], [-8.006586, 3.614520, -2.175622], [-7.708895, 2.806395, 0.143909], [-5.426255, 2.607728, 1.096711], [-0.303688, 3.799786, -1.063827], [0.717090, 5.946778, -1.509489], [-0.494904, 8.075247, -0.964279], [-2.753965, 7.966715, 0.043492], [-3.811866, 5.775670, 0.464713]],
  "forces_ev_per_angstrom": [[-0.075, -0.417, -0.911], [0.081, -0.028, 0.016], [-0.013, -0.079, 0.078], [0.157, 0.322, 0.253], [-0.032, 0.167, 0.059], [-0.001, -0.121, -0.030], [-0.068, -0.076, 0.037], [0.417, 0.523, -0.369], [-0.128, -0.130, 0.162], [-0.259, -0.423, 0.178], [0.109, 0.084, -0.053], [0.114, 0.171, -0.093], [0.055, -0.059, 0.004], [0.024, 0.050, -0.027], [-0.003, -0.023, -0.027], [0.005, -0.002, 0.053], [0.027, 0.064, -0.007], [-0.010, 0.030, -0.002], [-0.005, -0.018, -0.043], [-0.008, -0.043, 0.023], [0.006, 0.013, 0.020], [-0.002, 0.030, -0.027], [-0.009, -0.010, -0.003], [0.001, 0.009, 0.022], [-0.006, 0.010, -0.040], [0.000, -0.006, -0.005], [-0.003, 0.010, -0.003], [-0.006, 0.010, 0.000], [-0.002, -0.007, 0.003], [0.040, 0.019, -0.012], [0.016, 0.117, 0.114], [0.029, 0.027, 0.035], [0.049, 0.077, -0.330], [-0.088, -0.188, 0.283], [0.018, 0.092, 0.196], [0.281, -0.141, 0.188], [-0.271, 0.197, 0.027], [-0.195, -0.138, -0.107], [0.036, -0.009, 0.028], [-0.045, -0.023, 0.033], [-0.054, 0.054, 0.063], [-0.021, 0.008, 0.016], [0.015, -0.041, -0.056], [0.084, -0.040, 0.226], [-0.030, 0.026, -0.124], [-0.011, -0.021, 0.034], [-0.007, -0.013, -0.002], [-0.010, -0.004, -0.003], [0.001, -0.018, -0.027], [-0.004, -0.009, -0.013], [-0.003, 0.004, -0.007], [-0.008, -0.002, -0.011], [-0.009, 0.019, -0.003], [0.006, 0.002, -0.008], [0.003, 0.003, -0.006], [0.004, 0.004, -0.016], [0.019, 0.028, -0.003], [0.003, 0.004, -0.003], [-0.007, -0.010, -0.020], [0.004, 0.001, 0.015], [0.011, 0.026, -0.011], [-0.008, 0.007, 0.002], [0.000, -0.018, 0.016], [0.000, 0.004, 0.004], [0.004, -0.008, -0.006], [-0.015, 0.019, 0.021], [0.003, -0.005, 0.008], [-0.002, -0.005, -0.018], [0.005, 0.001, -0.003], [0.006, -0.003, 0.005], [-0.014, 0.002, -0.008], [0.009, -0.031, -0.029], [-0.009, 0.040, 0.091], [-0.030, -0.076, 0.057], [-0.050, -0.099, 0.010], [0.157, 0.053, -0.040], [-0.007, -0.005, -0.011], [0.006, 0.001, 0.009], [0.009, 0.001, 0.009], [0.021, -0.017, -0.023], [0.003, 0.043, -0.015], [0.027, -0.025, 0.043], [-0.008, 0.010, -0.001], [-0.038, 0.013, 0.017], [-0.025, 0.001, 0.021], [-0.005, 0.105, 0.033], [-0.088, 0.016, 0.051], [-0.097, 0.057, -0.127], [-0.034, 0.010, 0.018], [0.018, -0.001, 0.007], [0.011, 0.034, -0.037], [0.000, -0.068, 0.013], [0.021, -0.038, 0.018], [0.066, 0.015, 0.017], [-0.040, 0.088, 0.148], [-0.079, 0.009, -0.015], [-0.031, -0.112, -0.250], [-0.001, -0.001, 0.010], [0.010, 0.003, -0.017], [0.001, -0.041, -0.009], [0.013, 0.031, -0.025], [-0.026, 0.030, -0.138], [0.023, 0.048, 0.036], [0.021, -0.011, 0.004], [0.010, -0.013, 0.015], [-0.038, -0.024, 0.022], [-0.154, -0.053, 0.126], [0.008, 0.001, 0.010], [0.022, -0.028, -0.002], [0.005, 0.029, -0.002], [0.007, -0.007, 0.009], [-0.011, 0.007, -0.003], [-0.009, 0.014, 0.002], [-0.009, 0.014, -0.013], [-0.016, 0.006, -0.031], [0.009, -0.013, 0.009], [0.024, 0.021, 0.008], [-0.017, -0.006, 0.034], [-0.001, 0.006, -0.003], [-0.008, 0.002, 0.017], [0.003, 0.002, 0.004], [-0.008, -0.008, 0.004], [-0.012, -0.008, 0.002], [0.004, -0.013, -0.009], [-0.003, -0.004, -0.006], [-0.006, -0.003, 0.006], [-0.002, 0.005, -0.005], [0.020, 0.024, -0.018], [0.024, 0.002, -0.008], [0.028, 0.025, 0.031], [0.091, 0.018, 0.039], [-0.051, -0.181, 0.057], [-0.018, 0.090, 0.280], [0.055, 0.102, -0.229], [0.042, -0.046, 0.040], [-0.007, -0.023, 0.011], [-0.017, -0.001, -0.014], [-0.015, -0.012, 0.000], [0.013, 0.002, 0.000], [-0.022, -0.034, -0.007], [0.093, 0.009, -0.016], [-0.007, -0.062, 0.012], [0.027, -0.005, -0.014], [-0.001, 0.015, 0.001], [-0.044, 0.004, 0.010], [0.010, -0.074, -0.050], [0.010, 0.003, -0.002], [-0.005, 0.005, 0.003], [-0.003, 0.002, 0.008], [-0.012, 0.008, -0.012], [0.020, 0.006, -0.004], [-0.082, -0.031, 0.016], [-0.001, 0.064, 0.004], [0.006, -0.004, -0.003], [0.000, -0.001, 0.004], [0.003, -0.008, 0.005]],
  "lowdin_charge": [0.643, -0.051, -0.547, -0.203, -0.104, -0.361, -0.056, 0.020, 0.003, -0.570, -0.045, -0.151, -0.068, -0.127, -0.138, -0.103, -0.024, 0.058, 0.051, 0.064, 0.071, 0.052, 0.062, 0.068, 0.104, 0.086, 0.081, 0.090, 0.116, -0.077, -0.285, -0.118, 0.469, -0.327, -0.282, 0.471, -0.307, -0.297, -0.110, -0.118, -0.267, -0.086, -0.101, -0.272, -0.099, -0.082, 0.086, 0.068, 0.082, 0.079, 0.078, 0.072, 0.076, 0.078, 0.079, 0.069, 0.079, 0.083, 0.034, 0.091, 0.065, 0.073, 0.074, 0.086, 0.061, 0.083, 0.082, 0.059, 0.084, 0.077, -0.062, -0.626, -0.066, -0.048, -0.058, 0.025, 0.070, 0.065, 0.080, 0.074, 0.068, 0.062, 0.079, 0.071, 0.073, 0.064, 0.058, 0.020, -0.069, -0.319, -0.092, -0.332, -0.085, -0.030, -0.321, -0.029, 0.084, -0.459, -0.075, -0.289, -0.121, -0.273, -0.129, -0.296, -0.134, -0.084, -0.100, 0.061, 0.071, 0.038, 0.076, 0.055, 0.064, 0.067, 0.075, 0.073, 0.120, 0.104, 0.129, 0.108, 0.109, 0.140, 0.104, 0.108, 0.125, 0.111, 0.106, 0.099, 0.096, 0.102, 0.086, -0.324, 0.978, -0.385, -0.081, -0.081, -0.098, -0.094, -0.095, -0.366, -0.043, -0.055, -0.093, -0.103, -0.100, 0.002, 0.122, 0.102, 0.095, 0.096, 0.102, 0.084, 0.098, 0.094, 0.092, 0.105]
}